12
Properties=species:S:1:pos:R:3:forces:R:3:lowdin_charge:R:1 method="wB97M-V/def2-TZVPD" homo_lumo_gap_ha=0.3743 e_homo_ha=-0.3828 e_above_lowest_ev=4.216 charge=0 spin_multiplicity=1 e_lumo_ha=-0.0085
N 0.944490 0.956430 0.029876 -0.9 5.9 -0.7 0.001
N -2.066033 -1.109753 -0.148276 -4.4 -3.5 7.6 0.047
N 0.672468 -1.073975 -0.130281 3.0 -3.1 1.0 0.068
N 2.220118 0.510565 0.101232 -1.3 -1.9 -1.1 -0.004
N -1.680545 1.324095 0.086479 -6.5 2.8 -2.8 0.125
N 2.131032 -0.793961 0.008662 -3.8 2.2 -0.1 0.017
C -1.477715 0.109092 -0.051428 5.7 -0.2 1.3 -0.581
C 0.029326 0.029805 -0.021621 1.3 -4.0 -0.6 -0.418
H -1.644887 -1.788622 0.803471 -0.1 2.3 -4.3 0.203
H -3.008871 -1.062838 0.716259 2.4 0.5 -4.1 0.207
H -2.747991 1.462158 -0.303411 2.5 0.2 2.0 0.141
H 0.541368 1.862125 -0.411871 2.0 -1.1 1.7 0.194